Record 1
Formula: C26H24HgO2S5Sb2Se4
Source: OMol25
Level of theory: ωB97M-V/def2-TZVPD

Geometry as XYZ:
```
64
Properties=species:S:1:pos:R:3:forces:R:3:nbo_charge:R:1
Hg 1.76505 -2.56064 1.96596 0.4 -0.7 0.2 1.269
S 5.72826 -3.21398 4.72188 0.0 0.0 0.0 -0.779
Sb 4.52694 -1.65790 3.56568 0.1 0.1 0.0 1.044
S 4.32559 -1.97850 1.25777 0.0 -0.1 -0.1 -0.938
S 2.23771 -1.49284 4.19440 -0.2 0.1 0.0 -0.927
O -0.21920 -2.01184 0.72800 0.0 0.1 0.1 -1.021
S -1.09335 -0.83822 1.06901 -0.1 0.0 -0.1 1.299
C -1.38685 -0.02321 -0.52863 0.0 0.0 0.0 -0.642
C -1.90123 1.38640 -0.40007 0.0 0.0 0.0 -0.040
C -1.35674 2.27599 0.52649 0.0 0.0 0.0 -0.167
C -1.83801 3.57353 0.61798 0.0 0.0 0.0 -0.229
C -2.86521 4.00400 -0.21077 0.0 0.0 0.0 -0.232
C -3.40827 3.12565 -1.13649 0.0 0.0 0.0 -0.215
C -2.92974 1.82697 -1.22695 0.0 0.0 0.0 -0.199
C -2.72616 -1.60512 1.31248 0.1 -0.1 0.1 -0.637
C -3.86776 -0.65734 1.12819 0.0 0.0 0.0 -0.051
C -4.73852 -0.81086 0.05345 0.0 0.0 0.0 -0.155
C -5.77988 0.08466 -0.14509 0.0 0.0 0.0 -0.232
C -5.95520 1.15253 0.72223 0.0 0.0 0.0 -0.224
C -5.09324 1.31197 1.79935 0.0 0.0 0.0 -0.207
C -4.06401 0.40779 2.00578 0.0 0.0 0.0 -0.201
H -2.04884 -0.64665 -1.13073 0.0 -0.1 0.0 0.242
H -0.39357 -0.05884 -0.97924 -0.1 0.0 0.0 0.279
H -0.55769 1.94153 1.17637 0.1 0.0 0.0 0.238
H -1.40479 4.25084 1.34390 0.0 0.0 0.0 0.207
H -3.24092 5.01719 -0.13382 0.0 0.0 0.0 0.201
H -4.21545 3.44655 -1.78395 0.0 0.0 0.0 0.203
H -3.36845 1.13778 -1.93821 0.0 0.0 0.0 0.213
H -2.67716 -2.00016 2.32853 0.0 0.0 0.0 0.256
H -2.75402 -2.46144 0.63521 0.0 0.0 0.0 0.280
H -4.59784 -1.64696 -0.62191 0.0 0.0 0.0 0.217
H -6.45240 -0.05093 -0.98345 0.0 0.0 0.0 0.206
H -6.75977 1.85943 0.56082 0.0 0.0 0.0 0.203
H -5.22014 2.14562 2.47875 0.0 0.0 0.0 0.207
H -3.39002 0.53460 2.84539 0.0 0.0 0.0 0.219
O 1.50460 0.60605 0.93166 -0.1 0.2 -0.1 -0.989
S 2.11377 1.44705 -0.14196 0.0 0.1 0.0 1.251
C 3.88954 1.31919 0.08096 0.0 0.0 0.0 -0.157
C 4.32977 1.53131 1.38057 0.0 0.0 0.0 -0.225
C 5.68218 1.44509 1.66220 0.0 0.1 0.0 -0.193
C 6.58620 1.15890 0.64740 0.0 0.0 0.0 -0.202
C 6.13673 0.95799 -0.64784 0.0 0.0 0.0 -0.207
C 4.78156 1.03453 -0.93839 0.0 0.0 0.0 -0.227
C 1.90597 0.56407 -1.68069 0.0 -0.1 0.1 -0.317
C 1.51487 1.26712 -2.80997 0.0 0.0 0.0 -0.175
C 1.18246 0.55974 -3.95842 0.0 0.0 0.0 -0.244
C 1.22097 -0.82831 -3.95125 0.0 0.0 0.0 -0.201
C 1.60643 -1.52380 -2.80991 0.0 0.0 -0.1 -0.179
C 1.95782 -0.82373 -1.66748 0.1 0.0 0.0 -0.194
H 3.60924 1.69064 2.17387 0.0 0.0 0.0 0.240
H 6.02652 1.56594 2.68108 0.0 0.0 0.0 0.216
H 7.64024 1.06287 0.87484 0.0 0.0 0.0 0.207
H 6.83688 0.70351 -1.43325 0.0 0.0 0.0 0.206
H 4.42644 0.83753 -1.94115 0.0 0.0 0.0 0.222
H 1.44393 2.34845 -2.78016 0.0 0.0 0.0 0.208
H 0.86425 1.09209 -4.84648 0.0 0.0 0.0 0.203
H 0.92438 -1.37997 -4.83470 0.0 0.0 0.0 0.212
H 1.59006 -2.60588 -2.78761 0.0 0.0 0.0 0.265
H 2.24097 -1.34275 -0.75984 0.0 0.0 0.0 0.266
Se -0.90080 -7.90872 0.36037 0.1 0.0 -0.1 -0.523
Sb -0.37207 -5.48051 0.24916 0.1 -0.2 -0.1 1.049
Se -0.34266 -4.49494 -1.95810 -0.1 0.0 0.0 -0.818
Se -2.44209 -5.41629 1.56875 -0.1 0.2 0.1 -0.641
Se 1.76275 -5.15476 1.51803 -0.4 0.4 -0.1 -0.737
```
Positions in Å, forces in eV/Å.

Results
**E_HOMO (alpha / beta)**: -2.093 / -2.257 eV
**Energy above the lowest of the compared OMol25 structures with the same formula, charge and spin**: 61.7 kJ/mol
**Multiplicity**: 1
**Net charge**: -2
**E**: -364261.93917 eV
**HOMO-LUMO gap (alpha / beta)**: 5.7 / 5.6 eV
**Largest force on an atom**: 0.0159 Eh/bohr
**Lowest unoccupied orbital energy (alpha / beta)**: 0.13107 / 0.12317 Ha


Record 2
Formula: C2H12O3S
Source: OMol25
Level of theory: ωB97M-V/def2-TZVPD

Geometry as XYZ:
```
18
Properties=species:S:1:pos:R:3:forces:R:3:nbo_charge:R:1
C -1.34092 1.11392 0.36410 -0.3 0.1 -0.1 -0.794
S -0.16598 2.37933 -0.15394 0.0 -0.3 -0.5 0.128
C 0.06283 1.94445 -1.91327 -0.5 0.8 0.4 -0.747
H -1.05545 0.08507 0.15746 0.5 0.2 0.1 0.258
H -2.29641 1.27310 -0.14119 -0.1 0.2 0.2 0.190
H -1.43060 1.26781 1.43756 -0.2 -0.2 0.0 0.228
H 0.78655 2.68523 -2.25917 0.5 -0.6 -0.1 0.209
H 0.32617 0.89418 -1.96981 0.3 0.0 -0.3 0.242
H -0.81718 2.15724 -2.52881 -0.2 -0.3 0.3 0.195
H 0.77301 -1.45433 -0.68170 -0.1 -0.5 0.2 0.503
H -0.32976 -2.37284 -1.38964 0.3 -0.2 0.2 0.451
O -0.11920 -1.48832 -1.08650 -0.3 0.5 -0.4 -1.085
H 0.15735 -1.83958 3.33258 -0.1 -0.2 0.0 0.334
H -0.50758 -2.06022 1.93278 -0.1 -0.1 0.3 0.368
O 0.08705 -1.46419 2.43442 0.1 0.3 -0.3 -1.412
H 1.42819 -1.37965 1.35097 0.1 0.2 0.0 0.507
H 2.42313 -0.43352 0.55501 -0.2 0.0 0.3 0.464
O 2.01880 -1.30768 0.55914 0.3 -0.1 -0.3 -1.040
```
Positions in Å, forces in eV/Å.

Results
**E_HOMO (alpha / beta)**: 0.636 / -5.423 eV
**Energy above the lowest of the compared OMol25 structures with the same formula, charge and spin**: 0.0 kJ/mol
**Multiplicity**: 2
**Net charge**: -1
**E**: -19245.83021 eV
**HOMO-LUMO gap (alpha / beta)**: 2.4 / 8.5 eV
**Largest force on an atom**: 0.0205 Eh/bohr
**Lowest unoccupied orbital energy (alpha / beta)**: 0.11305 / 0.11139 Ha
**<S²>**: 0.750


- Among the records above, which one has the lowest net charge?
  C26H24HgO2S5Sb2Se4


- The highest net charge belongs to which entry?
  C2H12O3S